Formula: C4H13N2O
Source: the Open Molecules 2025 dataset
Level of theory: the ωB97M-V functional and the def2-TZVPD basis

Output
Calculated total energy: -344.63344 hartree
LUMO: -3.0 eV
Relative energy (zero: lowest compared OMol25 entry of this formula, charge and spin): 83.7 kcal/mol
Structure (SMILES): CC[NH2+][C@@](C)(N)O
Orbital gap: 11.8 eV
Highest occupied orbital energy: -14.83 eV

ORCA input file:
```
! wB97M-V def2-TZVPD RIJCOSX def2/J DEFGRID3
* xyz 1 1
C 2.70704 0.38807 0.27674
C -1.41924 -1.03232 -1.15156
C 1.37061 -0.02976 -0.35458
C -1.23969 -0.06446 0.05362
N -1.93632 -0.35365 1.19675
N 0.20025 0.03740 0.56396
O -1.36728 1.63034 -0.19662
H 2.55659 1.17967 0.89345
H 3.07787 -0.39527 0.74845
H 3.35935 0.61503 -0.48320
H -0.89888 -1.88502 -1.01971
H -0.97744 -0.49557 -1.97661
H -2.39862 -1.20964 -1.16835
H 1.36899 -1.00013 -0.62845
H 1.25358 0.70253 -1.11105
H -2.88960 -0.55946 1.00980
H -1.91359 0.25740 1.98925
H 0.18182 -0.44087 1.46083
H 0.30887 0.90548 1.04232
H -1.34429 1.75022 -1.14504
*
```



Formula: C3H4KMgO3
Source: the Open Molecules 2025 dataset
Level of theory: the ωB97M-V functional and the def2-TZVPD basis

Output
Expectation value of S²: 0.7531
Calculated total energy: -1142.29532 hartree
LUMO (alpha / beta): -0.4 / -0.4 eV
Relative energy (zero: lowest compared OMol25 entry of this formula, charge and spin): 37.0 kcal/mol
Orbital gap (alpha / beta): 4.5 / 4.5 eV
Highest occupied orbital energy (alpha / beta): -4.95 / -4.95 eV

ORCA input file:
```
! wB97M-V def2-TZVPD RIJCOSX def2/J DEFGRID3
* xyz 0 2
H 2.65374 1.62793 1.16722
C 1.80750 0.93532 0.97397
C 1.69526 0.85089 -0.51216
O 0.65909 1.12179 -1.10134
K -1.27349 1.86257 0.15300
O 0.62816 1.32533 1.56866
H 2.17505 -0.05715 1.30861
H 2.59471 0.52856 -1.07296
Mg 0.02451 1.10211 3.44810
C 0.09326 0.09987 -5.64527
O -1.11729 0.08212 -5.99127
H -1.28064 0.01177 -6.95612
*
```



Formula: C9H10F7IN2O5S
Source: the Open Molecules 2025 dataset
Level of theory: the ωB97M-V functional and the def2-TZVPD basis

Output
Calculated total energy: -2229.51655 hartree
LUMO: -0.7 eV
Structure (SMILES): NCCC[C@]1(I)OC(=O)O[C@]1(N)S(=O)(=O)C(F)(F)C(F)(F)C(F)(F)F
Orbital gap: 9.1 eV
Highest occupied orbital energy: -9.74 eV

ORCA input file:
```
! wB97M-V def2-TZVPD RIJCOSX def2/J DEFGRID3
* xyz 0 1
N -1.59129 -0.70922 4.13194
C -0.58872 -1.78815 4.00906
C -0.18700 -2.13333 2.53424
C -0.88359 -1.26580 1.45462
C -0.14409 0.04978 1.12165
I 1.32663 0.81143 2.55877
O -1.09993 1.12910 1.08381
C -0.44799 2.10561 0.32603
O -0.88461 3.14543 0.19671
O 0.73520 1.60283 -0.27440
C 0.50624 0.21069 -0.31809
N 1.75533 -0.54237 -0.17253
S -0.38196 -0.53639 -1.74923
O -0.10379 -1.94298 -1.83687
O -1.79116 -0.39447 -1.49525
C -0.04786 0.24070 -3.41664
F -1.18375 0.75707 -3.85576
F 0.20802 -0.77352 -4.24995
C 1.15675 1.22735 -3.52790
F 2.18859 0.90796 -2.73920
F 1.63023 1.08966 -4.78646
C 0.76492 2.75640 -3.43461
F 0.29033 3.08456 -4.64155
F -0.20859 2.99265 -2.58467
F 1.83094 3.48747 -3.22375
H -1.16785 0.17214 4.41404
H -2.20949 -0.94702 4.90487
H -1.01773 -2.69033 4.48029
H 0.28299 -1.52194 4.63921
H 0.91642 -2.09524 2.46581
H -0.44553 -3.19611 2.37276
H -1.93226 -1.04608 1.70122
H -0.93249 -1.89968 0.54812
H 2.05595 -0.93663 -1.06316
H 1.60118 -1.35157 0.42688
*
```



Formula: C39H42BF3O4
Source: the Open Molecules 2025 dataset
Level of theory: the ωB97M-V functional and the def2-TZVPD basis

Output
Calculated total energy: -2136.52298 hartree
LUMO: -1.4 eV
Relative energy (zero: lowest compared OMol25 entry of this formula, charge and spin): 136.9 kcal/mol
Orbital gap: 4.5 eV
Highest occupied orbital energy: -5.90 eV

ORCA input file:
```
! wB97M-V def2-TZVPD RIJCOSX def2/J DEFGRID3
* xyz 0 1
C -4.59601 -3.50843 -2.87206
C -3.83432 -2.18746 -2.81803
C -4.61992 -1.10475 -3.51657
C -3.38459 -1.75760 -1.34363
C -3.46993 -0.29181 -0.95348
C -4.03276 -2.52484 -0.20206
O -1.99368 -2.07762 -1.35407
B -1.59564 -2.54514 -2.61652
C -0.13862 -3.09748 -2.41125
C 0.24651 -3.09755 -1.05430
C 1.57483 -3.22326 -0.67257
C 2.54321 -3.46360 -1.62941
C 3.98130 -3.48829 -1.18057
F 4.67522 -4.54351 -1.68359
F 4.65409 -2.35170 -1.55940
F 4.13184 -3.54744 0.17988
C 2.18137 -3.62387 -2.96520
C 0.84924 -3.44441 -3.35115
C 0.45181 -1.46729 2.41545
C -0.59138 -2.43163 2.74571
C 0.86659 -2.86102 2.70817
O -2.58380 -2.43632 -3.55209
H -5.60289 -3.42834 -2.45155
H -4.70149 -3.84034 -3.91227
H -4.07551 -4.30795 -2.33299
H -5.59794 -0.97052 -3.03610
H -4.09932 -0.14050 -3.49222
H -4.80631 -1.36975 -4.56297
H -4.51116 0.04264 -0.86205
H -2.97690 -0.16110 0.02088
H -2.94432 0.37080 -1.64356
H -5.11460 -2.34098 -0.14354
H -3.87159 -3.60578 -0.27649
H -3.57982 -2.17758 0.73491
H -0.47563 -2.92570 -0.26486
H 1.85251 -3.10532 0.36444
H 2.96201 -3.84896 -3.68769
H 0.57391 -3.55792 -4.39285
H 0.61991 -0.68204 3.16463
H -1.01659 -2.35817 3.75137
H -1.27030 -2.82138 1.98053
H 1.16554 -3.56414 1.93105
H 1.36367 -3.02381 3.66848
C -1.30813 7.40840 4.47692
O -1.90774 6.51609 3.51111
C -1.23346 5.41013 3.10199
C -1.94419 4.54378 2.23910
C -1.39756 3.33775 1.86488
C -0.06096 3.00497 2.20966
C 0.56598 1.76808 1.77830
C -0.24241 0.62780 1.49489
C 0.11788 -0.21590 0.43046
C 0.02291 0.33914 -0.92519
C 0.72705 -0.17462 -2.04743
C 0.27683 0.07809 -3.33708
C -0.70010 1.04832 -3.58155
C -1.19247 1.78347 -2.49881
C -0.78383 1.47376 -1.20653
C 2.01055 1.68275 1.54865
C 2.75462 2.81250 1.12031
C 4.06034 2.69298 0.69625
C 4.71231 1.43804 0.74704
O 6.03969 1.40728 0.46061
C 6.82240 0.25400 0.84154
C 3.99186 0.29628 1.17126
C 2.69951 0.45046 1.61606
C 0.64441 3.90473 3.03953
C 0.08428 5.08047 3.50780
H -2.05102 8.20331 4.57175
H -1.16100 6.90546 5.44618
H -0.35192 7.81991 4.11629
H -2.93140 4.86047 1.91058
H -1.99741 2.65732 1.26418
H -1.18784 0.50033 2.05079
H 0.62397 -1.18245 0.45956
H 1.59933 -0.80876 -1.88064
H 0.67233 -0.46469 -4.20090
H -1.04499 1.26071 -4.59934
H -1.92738 2.57410 -2.67162
H -1.15808 2.07383 -0.37957
H 2.26302 3.78032 1.04881
H 4.62733 3.54314 0.32792
H 7.84910 0.57667 0.67303
H 6.66773 -0.00900 1.89540
H 6.58291 -0.60910 0.20827
H 4.43699 -0.70472 1.16681
H 2.20695 -0.45892 1.95516
H 1.66005 3.66128 3.34266
H 0.65305 5.74390 4.16446
*
```



Formula: C5H9NO
Source: the Open Molecules 2025 dataset
Level of theory: the ωB97M-V functional and the def2-TZVPD basis

Output
Calculated total energy: -325.88215 hartree
LUMO: 0.6 eV
Relative energy (zero: lowest compared OMol25 entry of this formula, charge and spin): 34.8 kcal/mol
Structure (SMILES): Cc1ccc[nH]1.O
Orbital gap: 8.4 eV
Highest occupied orbital energy: -7.83 eV

ORCA input file:
```
! wB97M-V def2-TZVPD RIJCOSX def2/J DEFGRID3
* xyz 0 1
C -0.27333 1.49986 -1.52848
C 0.77290 0.66745 -1.22447
N 0.30344 -0.43970 -0.56628
C -1.05589 -0.35622 -0.42582
C -1.46080 0.79830 -1.01876
C -1.68937 -1.26363 0.56957
H -0.29236 2.57097 -1.36373
H 1.84841 0.77387 -1.25033
H 0.93155 -1.15272 -0.24062
H -2.42577 1.26925 -0.93862
H -1.08975 -1.29661 1.49208
H -1.61926 -2.33008 0.29473
H -2.71201 -1.00816 0.83203
H 3.54252 -0.37293 1.87201
H 2.43619 0.63611 2.06723
O 2.78354 0.00424 1.42946
*
```



Formula: C5H6O2
Source: the Open Molecules 2025 dataset
Level of theory: the ωB97M-V functional and the def2-TZVPD basis

Output
Calculated total energy: -344.52314 hartree
LUMO: 0.0 eV
Relative energy (zero: lowest compared OMol25 entry of this formula, charge and spin): 49.4 kcal/mol
Structure (SMILES): C#CC(=O)[C@@H](C)O
Orbital gap: 10.5 eV
Highest occupied orbital energy: -10.52 eV

ORCA input file:
```
! wB97M-V def2-TZVPD RIJCOSX def2/J DEFGRID3
* xyz 0 1
C -1.02805 0.99080 0.33776
C -0.73545 -0.50695 0.33908
O -1.80889 -1.20901 -0.21895
C 0.53407 -0.84193 -0.43724
O 0.55062 -1.76945 -1.22218
C 1.70563 -0.01415 -0.19088
C 2.63848 0.72104 0.01093
H -2.03314 1.15292 0.73498
H -0.98987 1.38963 -0.68042
H -0.31008 1.53209 0.96153
H -0.54893 -0.83603 1.37902
H -1.41753 -1.92227 -0.75108
H 3.46679 1.37310 0.18527
*
```



Formula: C19H37As3N4PdS
Source: the Open Molecules 2025 dataset
Level of theory: the ωB97M-V functional and the def2-TZVPD basis

Output
Calculated total energy: -8198.09930 hartree
LUMO: -6.2 eV
Relative energy (zero: lowest compared OMol25 entry of this formula, charge and spin): 0.0 kcal/mol
Orbital gap: 6.9 eV
Highest occupied orbital energy: -13.07 eV

ORCA input file:
```
! wB97M-V def2-TZVPD RIJCOSX def2/J DEFGRID3
* xyz 2 1
Pd -1.06618 0.69391 0.17129
C -4.30891 3.71835 -1.27178
C -3.09354 2.90279 -0.96208
N -3.02380 1.62984 -0.94954
N -4.20614 0.90246 -0.95101
C -4.40165 0.14549 0.14147
N -5.51543 -0.58752 0.19889
S -3.27587 0.13551 1.41836
C -1.87961 3.59717 -0.45523
C -1.70834 4.96134 -0.61498
C -0.73768 5.62145 0.12298
C 0.00940 4.89666 1.03197
C -0.18570 3.52742 1.10502
N -1.07992 2.87642 0.36114
H -5.21206 3.11583 -1.27245
H -4.20172 4.17042 -2.26113
H -4.43294 4.52460 -0.55056
H -4.78121 0.84290 -1.78026
H -6.27207 -0.47186 -0.45737
H -5.70771 -1.09609 1.04722
H -2.34610 5.50961 -1.29446
H -0.59871 6.68858 0.01462
H 0.73333 5.37089 1.67948
H 0.38814 2.92800 1.79438
C 1.79333 2.16582 -1.32690
As 1.26568 0.66642 -0.21690
C 2.28751 0.90975 1.41112
C 2.19018 -0.73798 -1.20857
C 1.83172 -2.20984 -0.97415
C 2.59680 -3.03162 -2.02258
C 0.34599 -2.43741 -1.26814
As -1.01463 -1.63612 -0.13313
C -1.05024 -2.65280 1.50965
C -2.56830 -2.24336 -1.11451
C 2.17611 -2.67803 0.45247
As 4.04005 -3.31247 0.81612
C 3.60052 -3.99970 2.59284
C 4.87483 -1.64861 1.44015
H 2.87046 2.13292 -1.48778
H 1.52907 3.11229 -0.86543
H 1.28643 2.07610 -2.28645
H 2.26213 1.95385 1.71105
H 3.31922 0.63308 1.21725
H 1.88431 0.29123 2.20974
H 3.24767 -0.56893 -0.99486
H 2.02771 -0.48067 -2.25846
H 2.25880 -2.78674 -3.03135
H 2.44529 -4.10008 -1.86013
H 3.66869 -2.84163 -1.96690
H 0.12575 -3.50695 -1.22648
H 0.11036 -2.09994 -2.28200
H -0.92447 -3.71015 1.28185
H -2.01226 -2.48907 1.98904
H -0.25204 -2.32636 2.17147
H -2.37564 -3.25065 -1.48124
H -2.74621 -1.58592 -1.96352
H -3.43514 -2.26308 -0.46062
H 1.58238 -3.56913 0.67641
H 1.90301 -1.92488 1.20293
H 2.99895 -4.90268 2.49763
H 3.06157 -3.25970 3.18631
H 4.52346 -4.26146 3.10777
H 5.01731 -0.94614 0.61878
H 5.86228 -1.89353 1.82967
H 4.29580 -1.18999 2.24193
*
```



What did the first record say?
Formula: C4H13N2O
Source: the Open Molecules 2025 dataset
Level of theory: the ωB97M-V functional and the def2-TZVPD basis

Output
Calculated total energy: -344.63344 hartree
LUMO: -3.0 eV
Relative energy (zero: lowest compared OMol25 entry of this formula, charge and spin): 83.7 kcal/mol
Structure (SMILES): CC[NH2+][C@@](C)(N)O
Orbital gap: 11.8 eV
Highest occupied orbital energy: -14.83 eV

ORCA input file:
```
! wB97M-V def2-TZVPD RIJCOSX def2/J DEFGRID3
* xyz 1 1
C 2.70704 0.38807 0.27674
C -1.41924 -1.03232 -1.15156
C 1.37061 -0.02976 -0.35458
C -1.23969 -0.06446 0.05362
N -1.93632 -0.35365 1.19675
N 0.20025 0.03740 0.56396
O -1.36728 1.63034 -0.19662
H 2.55659 1.17967 0.89345
H 3.07787 -0.39527 0.74845
H 3.35935 0.61503 -0.48320
H -0.89888 -1.88502 -1.01971
H -0.97744 -0.49557 -1.97661
H -2.39862 -1.20964 -1.16835
H 1.36899 -1.00013 -0.62845
H 1.25358 0.70253 -1.11105
H -2.88960 -0.55946 1.00980
H -1.91359 0.25740 1.98925
H 0.18182 -0.44087 1.46083
H 0.30887 0.90548 1.04232
H -1.34429 1.75022 -1.14504
*
```



- What is the calculated total energy in the second record?
  -1142.29532 hartree



- Among the records above, which one has the lowest calculated total energy?
  C19H37As3N4PdS



- The highest calculated total energy belongs to which entry?
  C5H9NO